<P>
{
  "formula": "H54O27",
  "method": "wB97M-V/def2-TZVPD",
  "orbital_gap_ev": 10.97,
  "multiplicity": 1,
  "symbols": ["O", "H", "H", "O", "H", "H", "O", "H", "H", "O", "H", "H", "O", "H", "H", "O", "H", "H", "O", "H", "H", "O", "H", "H", "O", "H", "H", "O", "H", "H", "O", "H", "H", "O", "H", "H", "O", "H", "H", "O", "H", "H", "O", "H", "H", "O", "H", "H", "O", "H", "H", "O", "H", "H", "O", "H", "H", "O", "H", "H", "O", "H", "H", "O", "H", "H", "O", "H", "H", "O", "H", "H", "O", "H", "H", "O", "H", "H", "O", "H", "H"],
  "coordinates": [[4.39, 2.30, -0.15], [3.77, 2.20, -0.88], [4.85, 1.44, -0.18], [-2.23, -3.08, 2.32], [-2.35, -2.38, 2.95], [-1.56, -3.62, 2.68], [0.66, -4.52, 3.55], [0.91, -3.57, 3.46], [0.82, -4.77, 4.46], [3.23, -0.48, 1.88], [3.91, -0.32, 1.18], [2.42, -0.23, 1.36], [-2.23, -0.14, 2.92], [-1.30, -0.05, 3.18], [-2.21, 0.27, 2.03], [3.33, 2.25, 2.63], [3.82, 2.29, 1.82], [3.45, 1.32, 2.89], [2.69, -1.91, -1.26], [2.79, -2.79, -0.94], [2.15, -1.48, -0.59], [-3.78, 3.30, 1.15], [-4.73, 3.23, 1.14], [-3.43, 3.14, 2.05], [0.91, 0.02, 0.44], [0.97, 0.89, -0.04], [0.08, -0.44, 0.30], [0.37, 1.57, 3.05], [0.56, 1.80, 2.09], [1.22, 1.79, 3.51], [-2.15, 2.83, 3.41], [-1.19, 2.71, 3.23], [-2.40, 1.99, 3.81], [-1.65, 0.59, -2.65], [-0.75, 0.21, -2.66], [-2.11, 0.05, -3.33], [0.75, 4.88, -0.82], [-0.13, 5.27, -0.91], [1.38, 5.50, -1.19], [-1.26, -1.69, 0.30], [-1.27, -2.42, 1.00], [-2.04, -1.12, 0.58], [-2.08, 4.87, -0.98], [-2.53, 4.34, -0.29], [-2.45, 4.52, -1.79], [2.83, -4.62, -0.86], [2.70, -5.35, -1.52], [2.36, -4.96, -0.06], [1.09, -0.45, -2.91], [1.47, -0.96, -2.22], [1.45, -0.88, -3.68], [1.15, -5.80, 1.08], [1.46, -6.67, 0.95], [1.01, -5.62, 2.02], [-4.67, -2.74, -3.81], [-5.44, -2.24, -3.54], [-4.08, -2.87, -3.03], [-2.73, 3.31, -3.37], [-1.98, 3.76, -3.82], [-2.36, 2.42, -3.32], [-2.85, -0.88, -4.77], [-3.58, -1.54, -4.83], [-2.81, -0.35, -5.58], [-2.90, -2.95, -1.79], [-2.16, -2.39, -1.38], [-3.35, -3.34, -0.98], [1.17, 2.82, 0.87], [1.88, 3.20, 1.43], [0.99, 3.48, 0.16], [-2.49, 0.84, 0.20], [-2.98, 1.62, 0.46], [-2.40, 0.80, -0.76], [5.08, -0.69, -0.43], [4.29, -1.12, -0.85], [5.82, -1.13, -0.93], [0.88, -1.75, 3.15], [0.26, -1.13, 2.72], [1.77, -1.33, 3.03], [2.18, 3.00, -2.70], [1.82, 2.20, -3.02], [1.56, 3.71, -2.67]],
  "lowdin_charge": [-0.0471, 0.0222, 0.0170, -0.0091, 0.0350, 0.0079, -0.0595, 0.0201, 0.0543, -0.0888, 0.0315, 0.0079, -0.0504, 0.0143, 0.0178, -0.0537, -0.0165, 0.0256, -0.0346, 0.0005, 0.0374, -0.0483, 0.0522, 0.0226, -0.0698, 0.0834, 0.0024, -0.0970, 0.0148, 0.0679, -0.0655, 0.0273, 0.0299, -0.0739, 0.0123, 0.0251, -0.0450, 0.0348, 0.0628, -0.1168, 0.0576, 0.0538, -0.0562, 0.0282, -0.0040, -0.0802, 0.0838, 0.0140, -0.0152, -0.0275, 0.0521, -0.0340, 0.0307, 0.0077, -0.0728, 0.0439, -0.0047, -0.0647, 0.0676, 0.0022, -0.0743, 0.0263, 0.0618, -0.0932, 0.0528, 0.0897, -0.0862, 0.0588, 0.0298, -0.0392, 0.0052, 0.0201, -0.0869, 0.0208, 0.0832, -0.0608, 0.0201, 0.0519, -0.0169, 0.0027, 0.0005]
}


<Q>
{
  "formula": "H54O27",
  "method": "wB97M-V/def2-TZVPD",
  "orbital_gap_ev": 9.64,
  "multiplicity": 1,
  "symbols": ["O", "H", "H", "O", "H", "H", "O", "H", "H", "O", "H", "H", "O", "H", "H", "O", "H", "H", "O", "H", "H", "O", "H", "H", "O", "H", "H", "O", "H", "H", "O", "H", "H", "O", "H", "H", "O", "H", "H", "O", "H", "H", "O", "H", "H", "O", "H", "H", "O", "H", "H", "O", "H", "H", "O", "H", "H", "O", "H", "H", "O", "H", "H", "O", "H", "H", "O", "H", "H", "O", "H", "H", "O", "H", "H", "O", "H", "H", "O", "H", "H"],
  "coordinates": [[-14.81, -6.53, 18.53], [-14.65, -7.38, 18.12], [-14.03, -6.01, 18.31], [-17.21, -1.19, 10.75], [-16.42, -1.74, 10.74], [-17.13, -0.69, 11.57], [-9.68, -8.07, 13.50], [-9.58, -7.66, 14.36], [-10.60, -7.94, 13.27], [-14.94, -1.26, 16.48], [-15.49, -2.04, 16.40], [-14.64, -1.26, 17.39], [-14.91, -2.36, 11.26], [-14.34, -1.60, 11.37], [-14.81, -2.60, 10.33], [-16.82, 0.25, 13.00], [-17.52, 0.74, 13.43], [-16.39, -0.24, 13.71], [-12.06, -6.93, 12.35], [-12.89, -6.54, 12.06], [-11.43, -6.20, 12.33], [-17.15, -3.39, 15.96], [-17.73, -4.03, 15.55], [-17.52, -2.54, 15.71], [-15.09, -9.32, 13.95], [-15.53, -10.17, 13.93], [-14.29, -9.45, 13.43], [-13.50, -5.26, 16.28], [-13.21, -4.41, 15.95], [-14.20, -5.53, 15.68], [-14.27, -8.61, 16.59], [-13.65, -9.22, 16.18], [-15.01, -8.57, 15.99], [-10.02, -5.05, 11.54], [-9.31, -5.11, 12.18], [-9.98, -4.15, 11.22], [-14.64, -6.41, 11.76], [-15.13, -7.11, 11.34], [-15.06, -6.30, 12.62], [-15.86, -5.82, 14.13], [-16.64, -5.37, 14.45], [-15.87, -6.67, 14.58], [-11.89, -2.90, 16.80], [-12.06, -3.33, 17.64], [-11.88, -1.96, 17.00], [-14.35, -3.19, 8.84], [-15.06, -3.23, 8.19], [-14.01, -4.09, 8.88], [-11.15, -6.31, 17.42], [-11.10, -5.58, 18.03], [-12.05, -6.31, 17.10], [-9.09, -2.91, 14.72], [-8.53, -3.53, 14.25], [-9.99, -3.18, 14.49], [-11.63, 0.39, 9.92], [-11.78, 1.19, 9.42], [-12.23, 0.45, 10.67], [-13.33, 0.08, 12.14], [-13.91, 0.47, 12.80], [-12.66, -0.38, 12.65], [-17.05, -7.99, 15.28], [-16.39, -8.47, 14.77], [-17.89, -8.29, 14.93], [-13.77, -5.90, 9.17], [-14.21, -6.64, 8.76], [-13.99, -5.97, 10.10], [-12.65, -9.63, 12.96], [-11.90, -10.22, 12.92], [-12.33, -8.79, 12.62], [-18.96, -3.56, 11.20], [-18.34, -4.27, 11.34], [-18.43, -2.76, 11.18], [-11.74, -2.04, 13.79], [-12.27, -2.16, 14.58], [-12.03, -2.73, 13.19], [-11.60, -2.02, 8.63], [-12.50, -2.35, 8.65], [-11.64, -1.19, 9.11], [-13.93, -3.77, 13.56], [-14.32, -4.63, 13.68], [-14.43, -3.37, 12.84]],
  "lowdin_charge": [-0.0665, -0.0112, -0.0084, -0.0731, -0.0254, -0.0251, -0.0453, 0.0399, -0.0241, -0.0504, -0.0064, 0.0351, -0.0525, 0.0368, 0.0006, -0.0196, 0.0673, 0.0512, -0.0575, -0.0022, 0.0172, -0.0259, 0.0364, 0.0438, -0.0502, 0.0763, 0.0038, -0.0413, 0.0190, 0.0211, -0.0319, 0.0505, -0.0126, -0.0280, 0.0408, 0.0541, -0.0416, 0.0776, 0.0122, -0.0317, 0.0573, 0.0258, -0.0291, 0.0419, 0.0527, -0.0302, 0.0835, 0.0227, -0.0553, 0.0198, -0.0208, -0.0549, 0.0191, -0.0105, -0.0377, 0.0600, 0.0011, -0.0334, 0.0597, 0.0346, -0.0382, -0.0254, 0.0671, -0.0250, 0.0594, -0.0009, -0.0344, 0.0708, 0.0077, -0.0642, 0.0106, -0.0155, -0.0433, 0.0171, 0.0280, -0.0718, -0.0207, -0.0363, -0.0391, -0.0125, 0.0073]
}


Least stable = <Q>


<P>
{
  "formula": "C2H2O4S",
  "method": "wB97M-V/def2-TZVPD",
  "orbital_gap_ev": 8.35,
  "multiplicity": 1,
  "symbols": ["C", "C", "O", "O", "O", "O", "S", "H", "H"],
  "coordinates": [[-0.99, -0.50, 0.45], [-0.95, 0.79, -0.38], [-0.66, -1.61, -0.01], [2.21, -0.36, 1.14], [-1.12, 1.87, 0.11], [1.32, 0.24, -1.01], [2.01, -0.77, -0.24], [-1.04, -0.35, 1.55], [-0.79, 0.70, -1.59]],
  "lowdin_charge": [-0.1875, -0.2783, -0.0141, -0.4065, 0.0820, -0.4462, 0.9390, 0.1400, 0.1717]
}


<Q>
{
  "formula": "C2H2O4S",
  "method": "wB97M-V/def2-TZVPD",
  "orbital_gap_ev": 10.73,
  "multiplicity": 1,
  "symbols": ["C", "C", "O", "O", "O", "O", "S", "H", "H"],
  "coordinates": [[-0.30, 0.69, -1.06], [0.43, -0.42, -0.54], [-0.04, -1.61, 1.76], [1.30, 0.02, 0.55], [-0.31, 1.68, -0.40], [-0.96, 0.61, 1.51], [-0.09, -0.38, 1.12], [-0.90, 0.57, -1.90], [0.87, -1.15, -1.04]],
  "lowdin_charge": [-0.2616, -0.1929, -0.2095, -0.1041, 0.0741, -0.1791, 0.6528, 0.1217, 0.0986]
}


Least stable = <Q>


<P>
{
  "formula": "C3H5N2O",
  "method": "wB97M-V/def2-TZVPD",
  "orbital_gap_ev": [7.25, 7.03],
  "smiles": "[O-][N+]1=CC[NH+]=C1",
  "charge": 1,
  "multiplicity": 1,
  "symbols": ["O", "N", "C", "C", "N", "C", "H", "H", "H", "H", "H"],
  "coordinates": [[-0.09, 2.90, -0.82], [-0.06, 1.72, -0.54], [0.03, 1.15, 0.72], [-0.05, -0.33, 0.63], [-0.11, -0.74, -0.78], [0.00, 0.81, -1.53], [-0.04, 1.63, 1.60], [0.62, -1.05, 1.32], [-1.00, -0.70, 1.10], [0.58, -1.33, -1.18], [0.16, 0.87, -2.60]],
  "lowdin_charge": [0.0707, -0.2626, 0.1873, -0.1636, 0.1129, 0.2812, 0.1167, 0.2156, 0.1674, 0.1110, 0.1635]
}


<Q>
{
  "formula": "C3H5N2O",
  "method": "wB97M-V/def2-TZVPD",
  "orbital_gap_ev": 10.91,
  "charge": 1,
  "multiplicity": 1,
  "symbols": ["C", "C", "C", "N", "N", "O", "H", "H", "H", "H", "H"],
  "coordinates": [[-0.66, 0.11, -0.04], [1.20, 0.01, -0.01], [-2.08, -0.05, -0.01], [0.18, 1.10, -0.03], [2.47, -0.01, 0.02], [0.30, -0.97, -0.03], [-2.55, 0.54, -0.80], [-2.47, 0.38, 0.92], [-2.37, -1.10, -0.09], [2.99, 0.87, 0.05], [3.00, -0.88, 0.02]],
  "lowdin_charge": [-0.2588, -0.2816, 0.0535, 0.2484, 0.3397, 0.1607, 0.1283, 0.1315, 0.1162, 0.1800, 0.1822]
}


<R>
{
  "formula": "C3H5N2O",
  "method": "wB97M-V/def2-TZVPD",
  "orbital_gap_ev": 8.62,
  "charge": 1,
  "multiplicity": 1,
  "symbols": ["C", "C", "C", "N", "N", "O", "H", "H", "H", "H", "H"],
  "coordinates": [[0.27, 0.36, -1.29], [-0.60, -1.12, 0.73], [0.04, 0.22, 0.67], [1.37, 2.46, -0.82], [0.90, 1.57, -1.30], [-0.04, -0.42, -2.08], [-0.87, -1.50, -0.26], [0.06, -1.87, 1.16], [-1.55, -1.09, 1.26], [1.04, 0.32, 1.07], [-0.62, 1.07, 0.85]],
  "lowdin_charge": [-0.2723, -0.0967, 0.0158, 0.4310, 0.1534, 0.2746, 0.0856, 0.0985, 0.1016, 0.1046, 0.1039]
}


<S>
{
  "formula": "C3H5N2O",
  "method": "wB97M-V/def2-TZVPD",
  "orbital_gap_ev": 10.87,
  "charge": 1,
  "multiplicity": 1,
  "symbols": ["C", "C", "C", "N", "N", "O", "H", "H", "H", "H", "H"],
  "coordinates": [[1.26, 0.42, 0.40], [-1.76, 0.15, 0.21], [1.06, -0.54, -0.51], [1.50, 1.28, 1.14], [-2.18, -0.54, -0.66], [-1.16, 0.71, 1.02], [1.96, -0.69, -1.06], [0.05, -0.47, -1.14], [1.08, -1.62, -0.10], [1.36, 2.15, 1.61], [-3.16, -0.85, -0.91]],
  "lowdin_charge": [-0.0938, -0.4235, -0.0019, 0.3898, 0.2033, 0.1549, 0.1171, 0.1585, 0.1785, 0.1638, 0.1534]
}


Least stable = <P>


<P>
{
  "formula": "CH5N3",
  "method": "wB97M-V/def2-TZVPD",
  "orbital_gap_ev": 8.27,
  "multiplicity": 1,
  "symbols": ["N", "C", "N", "N", "H", "H", "H", "H", "H"],
  "coordinates": [[0.47, 0.97, 0.64], [-0.12, -0.19, 0.08], [0.14, -0.51, -1.21], [-0.97, -0.77, 0.84], [0.50, 1.72, -0.04], [-0.04, 1.25, 1.46], [0.15, 0.24, -1.90], [1.24, -1.12, -0.24], [-1.37, -1.58, 0.37]],
  "lowdin_charge": [0.0632, -0.8324, 0.1051, 0.0788, 0.0704, 0.0763, 0.0607, 0.3411, 0.0367]
}


<Q>
{
  "formula": "CH5N3",
  "method": "wB97M-V/def2-TZVPD",
  "orbital_gap_ev": 9.35,
  "smiles": "N=C(N)N",
  "multiplicity": 1,
  "symbols": ["N", "C", "N", "N", "H", "H", "H", "H", "H"],
  "coordinates": [[-0.62, -1.18, 0.01], [-0.02, -0.09, -0.07], [-0.69, 0.96, 0.05], [1.32, -0.01, -0.10], [-1.66, -1.20, 0.12], [-1.59, 1.25, -0.08], [-0.25, 1.97, -0.05], [1.74, 0.94, 0.38], [1.88, -0.82, 0.32]],
  "lowdin_charge": [0.0802, -0.8393, 0.1127, 0.0771, 0.0567, 0.0670, 0.1605, 0.1601, 0.1250]
}


Least stable = <P>